# 1
ORCA calculation (the ωB97M-V functional and the def2-TZVPD basis) on a cluster of 6 separate species, C7H25NO5 in total in a non-equilibrium geometry.

```
38
C7H25NO5, DFT the ωB97M-V functional and the def2-TZVPD basis
H -2.903 -2.873 1.581
H -2.341 1.402 -0.093
H -1.586 1.146 1.225
O 0.331 3.710 2.432
H 1.785 -0.316 -1.702
H 0.928 -2.781 1.868
H 2.661 -1.498 -0.778
C 0.061 -0.902 0.105
H 1.028 4.206 2.024
C 0.717 -1.823 2.413
H 0.718 -2.882 -0.455
H 0.098 0.176 2.021
H -0.124 1.070 -3.511
H 1.266 3.181 -1.213
H -0.196 -2.018 3.037
H 2.139 -1.697 -3.679
H -0.048 -2.097 -1.812
H 3.165 -2.291 -2.739
O -3.317 -2.284 2.151
H 1.702 -0.133 1.464
H -1.603 -0.512 -1.215
H -2.804 -1.493 2.117
H 0.560 1.907 -0.853
C 1.831 -1.339 -1.393
O 0.873 2.676 -0.452
C -1.103 -0.295 -0.302
H -3.076 3.272 1.243
H 1.477 -1.597 3.179
H -1.640 3.383 1.791
C 0.459 -1.978 -0.818
C 0.730 -0.635 1.454
H 0.196 2.907 1.817
H 1.701 -3.090 -2.794
N -1.884 0.623 0.393
O -0.390 2.027 -3.284
O -2.171 3.097 1.130
H -1.377 1.863 -3.640
C 2.135 -2.115 -2.714
```

F_max: 6.3 eV/A
SMILES: CCC/C(=C/N)CC.O.O.O.O.O
frontier orbital gap: 7.717 eV
total energy: -19389.22056 eV
relative energy (zero: lowest compared OMol25 entry of this formula, charge and spin): 3.422 eV
total charge: 0
multiplicity: 1



# 2
ORCA calculation (the ωB97M-V functional and the def2-TZVPD basis) on a cluster of 2 separate species, C9H7NO3 in total in a non-equilibrium geometry.

```
20
C9H7NO3, DFT the ωB97M-V functional and the def2-TZVPD basis
C -2.310 -0.314 0.229
H -0.472 -1.513 -1.762
C -1.187 -0.987 4.307
C -2.554 0.273 1.575
C 1.864 0.164 0.087
N -1.260 0.931 1.905
H 2.942 0.164 0.115
C -0.281 0.585 0.958
H -2.767 0.219 -0.689
C 1.300 -0.607 -0.823
H 1.941 -1.122 -1.489
H 1.697 1.422 1.623
C 1.116 0.815 1.040
H -1.138 1.616 2.676
O -3.707 0.364 2.027
H -2.667 -1.319 0.197
C 0.008 -0.771 -1.002
C -0.803 -0.159 -0.089
O -1.928 -1.854 4.361
O -0.426 -0.133 4.380
```

F_max: 5.2 eV/A
SMILES: O=C1Cc2ccccc2N1.O=C=O
frontier orbital gap: 9.098 eV
total energy: -17078.95895 eV
relative energy (zero: lowest compared OMol25 entry of this formula, charge and spin): 0.085 eV
total charge: 0
multiplicity: 1



# 3
ORCA calculation (the ωB97M-V functional and the def2-TZVPD basis) on a structure of composition C4H17AlN8O5 in a non-equilibrium geometry.

```
35
C4H17AlN8O5, DFT the ωB97M-V functional and the def2-TZVPD basis
H -0.103 -4.997 -1.818
O 0.288 -0.207 1.221
H -2.085 -0.411 0.986
H -2.461 -0.940 2.633
C 0.146 -3.004 -1.518
C 3.412 2.545 1.738
H -1.917 1.724 -2.833
N -2.733 1.234 -2.496
N 4.141 2.127 2.692
H 0.363 2.931 -3.676
N -3.623 -0.397 -1.335
N -0.115 -0.770 3.296
H 3.960 1.202 3.056
H -1.768 -3.690 -1.685
O 0.911 -2.120 -1.203
N 0.555 -4.232 -1.818
N -1.174 -2.905 -1.460
C -0.543 -0.484 2.106
H -0.784 -0.797 4.053
H 4.692 4.058 1.610
H 0.855 -0.573 3.496
H -3.662 -0.993 -0.520
H 3.310 4.189 0.552
H -4.365 -0.394 -2.021
O 2.426 1.959 1.251
O -1.498 0.201 -1.011
Al 1.341 0.841 -1.263
C -2.562 0.324 -1.601
H 1.555 -4.350 -1.737
O -0.290 2.627 -3.016
H -3.628 1.492 -2.888
H 4.840 2.729 3.102
N -1.810 -0.600 1.939
H -1.484 -2.012 -1.105
N 3.812 3.692 1.274
```

F_max: 4.7 eV/A
frontier orbital gap: 3.730 eV
total energy: -33161.38487 eV
relative energy (zero: lowest compared OMol25 entry of this formula, charge and spin): 5.524 eV
total charge: +2
multiplicity: 1



# 4
ORCA calculation (the ωB97M-V functional and the def2-TZVPD basis) on the ion CH7N2O2Si with charge +1 in a non-equilibrium geometry.

```
13
CH7N2O2Si, DFT the ωB97M-V functional and the def2-TZVPD basis
N -0.325 -0.387 0.072
H 1.675 2.904 -0.919
H 1.809 -2.060 0.393
H -1.015 2.114 -0.140
O 0.651 2.909 -1.048
H -0.490 -3.041 -0.259
H -0.523 -2.048 1.868
O -1.652 -0.181 0.391
C 0.385 0.649 -0.306
Si 0.370 -2.100 0.710
N -0.070 1.842 -0.537
H 1.514 0.353 -0.384
H -2.330 -0.954 0.159
```

F_max: 3.9 eV/A
SMILES: O/[NH+]=C/N(O)[SiH3]
frontier orbital gap: 10.186 eV
total energy: -16091.87351 eV
relative energy (zero: lowest compared OMol25 entry of this formula, charge and spin): 1.308 eV
total charge: +1
multiplicity: 1



# 5
ORCA calculation (the ωB97M-V functional and the def2-TZVPD basis) on the ion CH4N3 with charge +1 in a non-equilibrium geometry.

```
8
CH4N3, DFT the ωB97M-V functional and the def2-TZVPD basis
C 1.869 -0.129 -0.760
H 2.339 -0.414 -1.786
H -0.649 1.061 -1.009
N -0.341 0.555 -0.196
N 1.110 0.731 0.055
N 1.689 -0.553 0.505
H -0.895 0.936 0.599
H -0.574 -0.421 -0.227
```

F_max: 5.6 eV/A
SMILES: [NH3+]N1C=N1
frontier orbital gap: 10.709 eV
total energy: -5560.28504 eV
relative energy (zero: lowest compared OMol25 entry of this formula, charge and spin): 4.600 eV
total charge: +1
multiplicity: 1



# 6
ORCA calculation (the ωB97M-V functional and the def2-TZVPD basis) on a cluster of 7 separate species, C18H52N10O10 in total in a non-equilibrium geometry.

```
90
C18H52N10O10, DFT the ωB97M-V functional and the def2-TZVPD basis
H 0.633 1.476 4.833
H -3.729 -2.416 6.746
H 1.216 3.243 -6.837
H -0.173 2.183 -5.716
H 2.255 -2.333 -2.976
H -3.209 3.828 -5.799
H 3.789 0.346 4.745
C 0.588 4.109 -6.628
N 0.334 -1.065 0.857
H -3.222 -2.625 4.668
H -2.304 3.399 1.175
C 2.011 -4.062 -3.955
H 0.104 -4.735 1.049
C -2.681 4.597 -5.235
H 1.252 -0.737 -4.369
H -0.131 -0.479 1.535
H -0.668 0.748 0.191
H 0.654 0.735 -6.125
H -3.732 5.223 -3.012
H 3.540 -1.350 4.560
H 3.600 -3.290 0.501
N 0.088 1.242 -5.460
O -0.793 3.855 -6.593
H 5.415 0.228 2.682
C 5.105 -0.636 3.269
C 3.767 -0.445 3.996
H 5.824 -0.762 4.078
H -0.341 -5.014 3.688
H 2.778 -0.939 2.382
H -0.957 5.743 -5.578
C -1.545 4.997 -6.111
H 0.860 4.827 -7.402
O -3.668 3.765 -0.457
H -2.039 -2.548 7.244
C -3.185 3.023 0.654
C -1.079 -2.473 4.471
C 0.787 -4.528 1.873
O 1.737 -3.534 1.570
O -0.621 1.622 1.998
N 0.621 -0.188 -3.804
C -2.832 -1.845 6.986
H -1.808 3.304 -3.829
H -0.853 -2.479 2.388
H 3.030 -5.032 0.857
H -0.279 -1.737 4.544
C 0.248 -0.849 -0.410
H -2.942 1.988 0.415
N 0.705 1.561 3.829
H -3.349 5.454 -5.142
C -2.733 3.776 -1.539
H -1.160 2.256 5.030
H 1.297 -5.462 2.109
C 0.105 -4.147 3.201
H 2.291 -3.978 -0.318
N 0.966 -4.274 -3.185
H -2.045 2.834 3.632
H -3.994 2.946 1.381
H -3.049 -1.275 7.889
N -0.506 0.183 -0.630
H 0.891 -3.809 -2.291
O 0.777 -1.490 -1.301
H -4.159 3.531 -3.155
N 2.730 -3.067 -3.482
H -0.763 0.499 -1.554
N -2.323 4.172 -3.858
H 0.545 -5.178 -3.343
C -3.349 4.210 -2.887
C -2.454 -1.853 4.613
H -2.586 -1.109 3.827
C 0.141 0.920 -4.187
H 0.880 -3.754 3.859
O 2.759 -0.229 3.028
N -1.274 2.316 4.028
O 2.313 -4.726 -4.901
O 5.199 -1.807 2.537
O -0.337 1.607 -3.353
H 0.494 -0.451 -2.837
C 2.779 -3.990 0.657
H -1.991 5.545 -6.942
H 1.298 0.975 3.258
N -0.943 -3.118 3.165
H 0.840 -1.907 1.096
H -0.983 -3.176 5.299
H 6.086 -1.805 2.171
H -2.028 4.549 -1.233
C -0.421 1.801 3.154
H 1.009 4.417 -5.671
O -2.579 -1.072 5.816
H -2.199 2.827 -1.602
H 3.679 -3.088 -3.827
```

F_max: 6.3 eV/A
SMILES: COCCNCCOC.COCCNCCOC.NC(N)=O.NC(N)=O.NC(N)=O.NC(N)=O.OCCO
frontier orbital gap: 8.433 eV
total energy: -54884.31885 eV
relative energy (zero: lowest compared OMol25 entry of this formula, charge and spin): 0.000 eV
total charge: 0
multiplicity: 1



# 7
ORCA calculation (the ωB97M-V functional and the def2-TZVPD basis) on a cluster of 3 separate species, C20H33N2O9 in total in a non-equilibrium geometry.

```
64
C20H33N2O9, DFT the ωB97M-V functional and the def2-TZVPD basis
H -1.206 2.092 -6.282
C 0.436 3.696 6.044
O 2.571 2.881 5.946
H -1.557 -3.477 -1.959
H -1.074 1.384 1.568
O -2.672 -1.290 -7.488
H -1.051 -1.551 -6.214
H 1.050 -3.032 0.425
H 1.781 -0.318 1.490
H -0.562 -3.987 1.492
N 0.844 -0.283 -1.699
H 0.424 -1.084 3.634
H -1.734 1.922 -4.624
H 0.071 3.313 7.002
H 0.706 -3.141 -1.301
C -0.338 -0.734 1.574
C -1.564 -0.761 -6.760
C 1.251 -1.099 -0.517
H -2.878 -2.661 -1.114
C -1.813 -2.547 -1.403
H -0.367 4.921 4.456
C 0.937 -0.861 -2.751
H 2.182 4.814 5.354
C 0.109 -1.673 2.747
H 0.898 -2.396 2.463
N -1.414 -1.287 0.726
H 4.707 -0.425 -0.142
O 0.504 2.600 5.125
H 2.964 -1.923 0.493
H -0.302 5.730 6.040
O -3.329 0.673 -6.615
H -0.790 -2.240 3.083
C -1.302 -3.815 0.681
C 1.757 2.078 5.210
H 2.123 4.546 7.110
C -2.209 0.225 -5.843
C -0.985 -2.459 -0.069
H -1.821 0.322 2.885
C 2.808 -1.393 -0.475
C -0.485 4.782 5.532
H -2.592 -0.269 -4.944
H -0.866 -0.305 -7.469
O -4.616 -0.356 -8.165
C 0.927 -0.256 0.782
H -1.099 -4.615 -0.064
O 2.096 1.055 4.706
C 1.879 4.116 6.140
H -0.321 1.011 -5.171
H 3.065 -2.118 -1.275
C -1.307 1.374 -5.466
C 3.686 -0.119 -0.469
H -2.340 -3.851 1.055
O -1.981 -0.369 0.015
C 0.546 -2.493 -0.409
H 3.265 1.282 -1.711
O 3.775 0.463 -1.788
H 3.354 0.661 0.243
O 0.897 -1.488 -3.724
H -0.114 0.887 2.965
C -3.638 -0.326 -7.490
H 0.798 0.814 0.517
H -1.527 4.503 5.700
C -0.924 0.550 2.277
H -1.631 -1.694 -2.078
```

F_max: 2.7 eV/A
⟨S²⟩: 0.754
frontier orbital gap (spin up / spin down): 9.086 / 9.764 eV
total energy: -42680.82278 eV
total charge: 0
multiplicity: 2



# 8
ORCA calculation (the ωB97M-V functional and the def2-TZVPD basis) on a cluster of 2 separate species, C6H12N2 in total in a non-equilibrium geometry.

```
20
C6H12N2, DFT the ωB97M-V functional and the def2-TZVPD basis
H -3.609 1.182 1.921
H 1.890 1.732 0.043
C 1.466 0.758 0.053
H 2.114 0.949 -2.621
N 0.644 -1.305 -0.434
H -2.374 -0.619 1.525
H 0.291 0.463 -2.825
H -3.165 2.059 0.390
H -4.276 0.626 0.195
C 1.076 -0.112 -1.005
C 1.323 0.182 -2.478
N 1.405 0.015 1.261
H 0.698 -2.019 1.666
H -1.136 0.498 0.817
H 1.726 -0.782 -2.921
C -2.283 0.143 0.729
H -2.159 -0.331 -0.224
C 0.909 -1.238 0.899
C -3.484 1.067 0.819
H 1.601 0.470 2.143
```

F_max: 3.8 eV/A
⟨S²⟩: 0.763
frontier orbital gap (spin up / spin down): 10.404 / 6.480 eV
total energy: -9387.34199 eV
relative energy (zero: lowest compared OMol25 entry of this formula, charge and spin): 1.343 eV
total charge: +1
multiplicity: 2



# 9
ORCA calculation (the ωB97M-V functional and the def2-TZVPD basis) on the molecule C21H21NO3 in a non-equilibrium geometry.

```
46
C21H21NO3, DFT the ωB97M-V functional and the def2-TZVPD basis
H -1.851 1.634 -2.662
H 2.516 0.940 3.348
O 0.680 3.488 -1.219
H -2.726 -1.122 1.833
C -2.259 -1.049 -1.128
C 2.186 -3.684 -0.388
C 0.664 -2.074 -1.316
C 2.586 2.166 1.663
H -1.012 -4.736 -0.089
H -1.380 5.822 0.065
H -0.125 2.004 -2.715
H -0.686 0.377 -3.089
C -0.170 -4.109 -0.343
H 3.596 2.452 1.934
C 0.118 1.451 -0.036
C 0.958 2.609 -0.188
C -1.833 -2.523 -1.191
H 2.626 3.751 0.239
N -1.368 -0.158 -0.445
H -1.214 -1.212 2.741
H -0.299 4.773 0.994
C 2.064 2.880 0.548
H 1.297 -5.451 0.435
H -1.366 3.517 -0.869
C -0.078 0.681 1.162
H -1.500 -2.308 1.374
C -1.652 -1.297 1.751
C 0.607 0.765 2.448
H 3.196 -3.988 -0.157
O 0.111 0.314 3.475
C -0.854 1.245 -2.449
H 0.372 5.934 -0.159
C -0.537 4.205 -1.074
H 2.784 -1.846 -1.310
C -0.455 5.254 0.030
C 1.971 1.288 2.479
H -0.698 4.683 -2.044
C 1.955 -2.479 -1.031
C -0.703 0.897 -1.007
H -3.246 -1.038 -0.647
C -0.415 -2.879 -0.958
C -1.030 -0.279 0.869
O -2.677 -3.361 -1.405
C 1.120 -4.504 -0.053
H -2.399 -0.710 -2.158
H 0.514 -1.146 -1.842
```

F_max: 1.0 eV/A
SMILES: CCOc1cccc(=O)c2c(C)n(CC(=O)c3ccccc3)c(C)c12
frontier orbital gap: 7.837 eV
total energy: -29749.69488 eV
relative energy (zero: lowest compared OMol25 entry of this formula, charge and spin): 1.545 eV
total charge: 0
multiplicity: 1



# 10
ORCA calculation (the ωB97M-V functional and the def2-TZVPD basis) on a cluster of 13 separate species, C34H99N5O13 in total in a non-equilibrium geometry.

```
151
C34H99N5O13, DFT the ωB97M-V functional and the def2-TZVPD basis
H -5.508 9.706 0.454
H -4.096 8.833 -0.186
H -2.573 1.686 6.303
O 3.864 5.451 2.735
O -1.263 15.604 7.532
H 5.575 3.314 7.178
H 4.867 11.222 2.484
C -3.814 9.918 1.650
O -2.580 8.088 2.631
C 5.154 9.078 0.124
H 0.080 13.513 7.676
H -1.551 6.996 1.231
H -1.239 2.876 8.046
H 7.840 12.060 6.649
N 3.518 8.744 4.179
C -0.824 4.298 5.632
H -3.118 16.447 7.004
H 4.185 14.849 6.420
N -3.616 11.214 1.044
H -2.395 4.212 8.232
C 0.404 6.254 5.544
H 2.476 3.879 6.045
H 0.166 13.752 1.383
H 4.885 2.299 5.835
C 5.176 8.328 2.325
H 5.008 5.665 5.750
C -0.177 12.755 1.659
H 2.018 9.579 5.687
C -2.111 16.734 7.308
H 6.035 16.392 4.905
H 7.260 5.290 5.335
O -2.734 10.179 6.806
H 5.589 11.482 6.753
H 3.314 5.601 9.068
H -1.598 17.446 6.661
H 4.742 10.896 8.639
C 5.800 11.122 8.777
H -0.555 12.361 0.716
H -0.857 12.011 5.958
H 6.294 9.863 7.071
C -2.068 3.548 6.149
H -3.014 8.738 8.969
H -0.668 9.578 7.229
H 1.485 14.603 5.215
O 0.751 11.197 11.340
H 1.930 11.962 1.637
C -1.158 14.795 6.358
C -2.149 3.325 7.648
H -0.633 7.515 2.767
H -1.244 1.823 5.512
O 5.421 6.053 4.975
C 4.060 9.277 2.952
N -2.175 2.213 5.539
H 4.128 9.418 0.262
H 0.144 6.433 4.501
H 5.175 12.950 5.017
H -0.857 15.353 5.471
H 4.401 5.688 3.494
H 5.298 10.626 4.096
H -2.939 11.697 1.616
H 6.385 13.965 4.452
H 1.250 12.177 3.343
H -2.037 7.676 7.858
H 7.773 7.437 6.958
H 2.179 13.690 6.704
O -1.307 12.576 2.510
H 1.662 15.322 6.717
H 0.483 11.105 9.457
O 5.977 8.904 1.243
O 2.315 9.998 6.495
H 1.376 5.780 5.677
C 1.428 14.354 6.274
H 4.222 15.014 4.741
H 6.095 7.798 6.797
C 6.299 10.915 7.355
H -2.873 2.532 7.840
H -1.849 9.893 2.780
H -1.993 13.231 2.360
H 5.842 12.106 9.242
H -0.451 12.907 4.756
H -2.856 9.484 6.156
H 6.105 10.386 9.521
C 4.508 10.660 3.346
H 1.955 4.034 7.527
H 2.205 1.560 8.110
C 3.657 2.785 7.555
H 2.373 5.063 0.648
H -4.415 9.939 2.559
N 2.906 1.605 7.383
H 2.027 4.813 3.362
C 6.814 6.984 6.706
H 0.060 3.750 5.961
H -2.118 14.286 6.271
C 0.036 13.771 6.617
C 4.892 14.982 5.601
H 2.161 10.624 9.936
H 5.562 9.644 -0.713
H -1.317 8.173 9.195
C -1.555 7.156 2.309
H -3.007 11.033 0.259
H 3.925 2.784 8.611
H 4.327 6.742 8.243
H 4.826 7.392 1.891
H 1.009 13.567 9.942
C 5.787 13.790 5.346
H 1.928 12.812 8.659
H -1.790 9.242 1.204
C 1.057 11.976 2.290
C 1.970 5.798 1.345
H 3.359 7.761 4.012
C -2.448 9.323 2.069
H 3.199 9.318 2.285
O 5.469 16.270 5.671
H 3.577 11.058 3.747
C -1.627 9.800 7.696
H 2.301 6.764 0.966
H 3.455 0.786 7.601
C 2.467 5.627 2.786
H 5.510 1.624 7.376
C 1.725 12.773 9.729
H 7.231 6.850 4.478
O -0.704 5.625 6.159
H -2.285 17.219 8.268
H 2.608 6.603 7.763
O 3.854 5.191 7.071
H 5.080 8.165 -0.467
H 0.412 7.280 5.913
C 1.346 11.332 10.083
H -0.767 4.271 4.544
H 2.625 13.067 10.268
N -0.132 12.657 5.681
O 7.765 11.371 7.314
H 6.412 13.587 6.216
H 5.811 7.995 3.146
H 3.959 8.889 5.076
H 0.793 10.919 2.308
H -1.776 6.241 2.858
H -2.933 4.136 5.843
C 3.492 6.058 8.095
H 2.265 10.936 6.311
H 1.496 11.101 11.938
C 2.923 4.044 7.025
C 6.799 6.277 5.298
H -1.356 10.602 8.383
C -2.050 8.564 8.490
H 0.896 5.704 1.185
H 6.666 6.237 7.485
C -4.668 9.061 0.714
C 4.969 2.449 6.911
H 2.325 6.554 3.341
H -5.019 8.154 1.205
```

F_max: 3.1 eV/A
frontier orbital gap: 9.387 eV
total energy: -70923.11138 eV
relative energy (zero: lowest compared OMol25 entry of this formula, charge and spin): 4.991 eV
total charge: 0
multiplicity: 1